[1]
Below is one molecule with the formula C18H23N3O4, with properties calculated with ωB97M-V/def2-TZVPD.

Geometry (Å):
C 5.41 1.38 4.42
C 3.99 1.17 4.00
C 3.01 2.12 4.25
C 1.70 1.93 3.83
C 1.35 0.77 3.17
C 2.32 -0.22 2.95
C 3.62 -0.01 3.36
N 1.91 -1.42 2.36
C 0.69 -1.59 1.81
O 0.29 -2.67 1.42
C -0.11 -0.30 1.68
C 0.31 0.39 0.36
C 0.59 -0.65 -0.72
O 1.71 -0.88 -1.13
N -0.52 -1.27 -1.16
C -0.49 -2.37 -2.08
C -1.28 -2.08 -3.36
C -2.76 -1.75 -3.07
N -3.01 -0.33 -2.98
C -3.22 0.47 -4.16
C -3.16 1.91 -3.63
C -3.57 1.77 -2.17
C -3.20 0.34 -1.83
O -3.08 -0.13 -0.71
O 0.05 0.57 2.78
H 5.80 0.50 4.92
H 6.03 1.58 3.55
H 5.49 2.23 5.09
H 3.27 3.03 4.76
H 0.94 2.67 4.02
H 4.36 -0.77 3.17
H 2.56 -2.20 2.36
H -1.18 -0.55 1.65
H 1.23 0.95 0.54
H -0.47 1.08 0.05
H -1.42 -1.03 -0.74
H 0.56 -2.55 -2.33
H -0.89 -3.26 -1.59
H -1.23 -2.96 -4.00
H -0.82 -1.25 -3.89
H -3.07 -2.21 -2.13
H -3.39 -2.14 -3.88
H -4.20 0.24 -4.60
H -2.45 0.27 -4.91
H -2.14 2.29 -3.70
H -3.81 2.58 -4.19
H -4.65 1.87 -2.04
H -3.08 2.48 -1.50

Output
SMILES string = Cc1ccc2c(c1)NC(=O)[C@H](CC(=O)NCCCN1CCCC1=O)O2
HOMO = -8.05 eV
Kohn-Sham gap = 8.777 eV

Atom charges from the Löwdin analysis, given in e for atoms 1 to 4: C -0.054; C -0.285; C -0.050; C 0.009

[2]
Below is one molecule with the formula C6H13NS in a non-equilibrium geometry, with properties calculated with ωB97M-V/def2-TZVPD.

Geometry (Å):
C 0.65 1.38 0.82
C 0.00 0.40 -0.13
C 0.46 0.82 -1.47
C 0.50 -1.11 0.20
C -1.50 0.44 0.10
C -2.58 -0.98 -0.25
N -2.79 -2.04 -0.90
S -1.50 -2.68 -1.79
H 0.39 1.12 1.83
H 0.25 2.38 0.62
H 1.74 1.49 0.85
H 0.29 0.03 -2.32
H -0.10 1.75 -1.76
H 1.54 1.07 -1.58
H 0.39 -1.28 1.29
H 1.54 -1.11 -0.05
H 0.04 -1.76 -0.46
H -2.13 1.18 -0.51
H -1.61 0.45 1.23
H -3.48 -0.69 0.30
H -2.27 -3.66 -2.29

Output
SMILES string = CC(C)(C)C/C=N\S
HOMO = -8.89 eV
Kohn-Sham gap = 9.618 eV

Atom charges from the Löwdin analysis, given in e for atoms 1 to 4: C -0.091; C -0.656; C -0.099; C -0.039

Computed energy above the lowest of the compared OMol25 structures with the same formula, charge and spin (kcal per mole) in order:
8.7; 62.7
Computed E (eV) in order:
-31701.628; -18755.557